Density functional theory data (the ωB97M-V functional and the def2-TZVPD basis) for a molecular structure, C3H7NO2.

The value obtained for the maximum force is 0.37 eV/Å. The HOMO-LUMO gap comes out at 0.324 Eh. The calculation puts the total energy at -8806.703 eV. The calculation puts the energy relative to the best compared isomer or geometry (same formula, charge and spin) at 3.826 eV.

The geometry in ORCA input format:
```
! RIJCOSX wB97M-V def2-TZVPD def2/J DEFGRID3
* xyz 0 1
C 1.642 0.942 -0.240
O 0.955 0.397 0.865
C 0.287 -0.796 0.539
C -1.049 -0.671 0.001
O -1.308 -1.750 -0.659
N -1.876 0.365 0.059
H 0.951 1.249 -1.042
H 2.353 0.220 -0.660
H 2.181 1.826 0.117
H 0.278 -1.460 1.411
H -0.110 -1.896 -0.492
H -2.693 0.420 -0.530
H -1.612 1.154 0.631
*
```


Density functional theory data (the ωB97M-V functional and the def2-TZVPD basis) for 2 unconnected molecules or ions with the total composition C10H11NO.

The value obtained for the maximum force is 3.61 eV/Å. The HOMO-LUMO gap comes out at 0.331 Eh. The calculation puts the total energy at -14081.636 eV. The calculation puts the energy relative to the best compared isomer or geometry (same formula, charge and spin) at 4.952 eV.

The geometry in ORCA input format:
```
! RIJCOSX wB97M-V def2-TZVPD def2/J DEFGRID3
* xyz 0 1
C 2.822 -0.591 0.965
C 1.477 -0.471 1.118
C 3.391 0.050 -0.124
C 1.418 1.039 -0.761
C 0.803 0.346 0.282
C -1.048 -2.686 -1.679
C -2.991 1.435 0.064
C -0.385 -2.187 -0.790
C -1.507 1.240 -0.166
C -0.663 0.417 0.495
N 2.780 0.922 -0.854
O -1.189 -0.336 1.544
H 3.380 -1.351 1.600
H 0.994 -0.950 1.852
H 4.356 -0.132 -0.351
H 1.061 1.837 -1.381
H -1.779 -2.986 -2.401
H -3.297 2.002 0.919
H -3.411 0.471 0.190
H -3.516 1.901 -0.859
H 0.433 -1.714 -0.309
H -0.983 1.910 -0.998
H -2.147 -0.165 1.643
*
```


Density functional theory data (the ωB97M-V functional and the def2-TZVPD basis) for a molecular structure, CH3Br3Ca2F4O6P2.

The value obtained for the maximum force is 3.68 eV/Å. The HOMO-LUMO gap comes out at 0.329 Eh. The calculation puts the total energy at -289838.087 eV. The calculation puts the energy relative to the best compared isomer or geometry (same formula, charge and spin) at 0.386 eV.

The geometry in ORCA input format:
```
! RIJCOSX wB97M-V def2-TZVPD def2/J DEFGRID3
* xyz 0 1
Ca 1.789 -0.891 0.551
Ca -0.897 0.331 2.482
O -0.503 -0.360 0.360
H -1.131 0.308 0.022
O 1.334 0.006 2.676
H 1.570 -0.648 3.363
O -1.101 -1.888 2.865
P -0.334 -3.030 2.215
O 0.980 -2.772 1.525
F -1.305 -3.656 0.982
F -0.084 -4.155 3.296
O -0.096 2.287 1.443
P 1.136 2.584 0.625
O 1.916 1.433 -0.015
F 2.118 3.313 1.586
F 0.744 3.664 -0.582
C -1.152 0.768 -4.700
Br -0.403 -1.079 -4.979
Br -1.666 1.088 -2.777
Br -2.606 1.356 -5.855
H -0.308 1.342 -5.083
*
```


Density functional theory data (the ωB97M-V functional and the def2-TZVPD basis) for a molecular structure, C27H28CrN2Si.

As for the expectation value of S²: 6.108. The value obtained for the maximum force is 2.02 eV/Å. The HOMO-LUMO gap (spin up / spin down) comes out at 0.173 / 0.289 Eh. The calculation puts the total energy at -67731.312 eV. The calculation puts the energy relative to the best compared isomer or geometry (same formula, charge and spin) at 0.000 eV.

The geometry in ORCA input format:
```
! RIJCOSX wB97M-V def2-TZVPD def2/J DEFGRID3
* xyz 0 5
C 2.472 -0.457 1.575
C 2.401 -1.347 0.445
C 3.011 -0.695 -0.681
H 2.058 -2.382 0.463
C 3.525 0.571 -0.224
C 3.148 0.737 1.160
H 3.410 1.582 1.798
H 2.164 -0.697 2.591
H 3.167 -1.147 -1.663
H 4.219 1.206 -0.771
Cr 1.305 0.529 -0.024
C -3.514 -1.364 -2.619
H -2.835 -0.694 -3.154
H -3.599 -2.312 -3.165
H -3.127 -1.566 -1.612
Si -0.609 -0.682 -0.760
C -1.495 -1.411 0.733
C -0.781 -2.206 1.649
H 0.280 -2.421 1.490
C -1.422 -2.748 2.769
H -0.837 -3.326 3.491
C -2.801 -2.569 2.941
H -3.306 -3.032 3.792
C -3.524 -1.799 2.020
H -4.605 -1.687 2.130
C -2.862 -1.170 0.959
H -3.410 -0.497 0.297
C -0.209 -2.090 -1.936
C -0.632 -3.399 -1.648
H -1.315 -3.582 -0.812
C -0.175 -4.477 -2.419
H -0.472 -5.492 -2.147
C 0.655 -4.250 -3.524
H 1.023 -5.092 -4.112
C 0.996 -2.937 -3.873
H 1.605 -2.752 -4.759
C 0.566 -1.861 -3.089
H 0.826 -0.838 -3.377
H -1.522 0.249 -1.472
H -4.498 -0.884 -2.525
N 1.690 2.368 -1.077
C 1.500 3.437 -0.126
C 2.218 4.616 -0.140
C 1.900 5.609 0.813
C 0.854 5.431 1.709
C 0.102 4.225 1.738
C -0.988 3.946 2.591
C -1.433 2.639 2.714
C -0.733 1.613 2.079
N 0.157 1.879 1.099
C 0.542 3.183 0.883
H 0.943 2.358 -1.781
H 2.558 2.459 -1.613
H 3.011 4.777 -0.877
H 2.487 6.526 0.836
H 0.595 6.210 2.432
H -1.454 4.761 3.141
H -2.289 2.386 3.338
H -0.940 0.566 2.300
*
```


Density functional theory data (the ωB97M-V functional and the def2-TZVPD basis) for a molecular structure, C40H48ClCsN6O5S.

The value obtained for the maximum force is 2.35 eV/Å. The HOMO-LUMO gap comes out at 0.189 Eh. The calculation puts the total energy at -85344.581 eV. The calculation puts the energy relative to the best compared isomer or geometry (same formula, charge and spin) at 0.817 eV.

The geometry in ORCA input format:
```
! RIJCOSX wB97M-V def2-TZVPD def2/J DEFGRID3
* xyz -2 1
Cs 0.451 0.628 0.000
N 0.296 4.076 3.369
C -0.649 3.032 2.960
C -0.080 1.601 3.176
O 1.130 1.551 3.535
N -0.805 0.528 2.953
C -2.120 0.646 2.373
C -2.277 -0.152 1.054
O -3.172 0.282 0.271
O -1.532 -1.134 0.843
H 1.181 3.573 3.466
H 0.065 4.363 4.313
H -0.921 3.149 1.906
H -1.588 3.132 3.513
H -2.462 1.663 2.152
H -2.881 0.213 3.046
N -0.640 -1.488 -2.108
C -0.333 -2.114 -3.288
C -0.018 -3.480 -3.268
C 0.356 -4.157 -4.415
C 0.432 -3.477 -5.622
C 0.109 -2.125 -5.645
C -0.294 -1.413 -4.517
C -0.654 0.037 -4.659
C -1.372 0.382 -5.815
C -1.627 1.709 -6.127
C -1.162 2.694 -5.264
C -0.510 2.321 -4.091
C -0.225 0.994 -3.705
H -0.991 -2.030 -1.333
H -0.977 -0.540 -2.203
H -0.061 -4.000 -2.316
H 0.599 -5.213 -4.361
H 0.745 -3.982 -6.528
H 0.182 -1.582 -6.581
H -1.747 -0.398 -6.473
H -2.187 1.966 -7.021
H -1.337 3.744 -5.487
H -0.214 3.133 -3.425
C 5.331 -7.024 2.244
C 4.296 -5.947 2.050
C 4.674 -4.615 1.907
C 3.728 -3.622 1.695
C 2.387 -3.963 1.630
C 1.990 -5.285 1.752
C 2.944 -6.268 1.971
S 1.164 -2.680 1.348
C 0.805 -2.276 3.053
O 1.929 -1.499 0.830
H 6.193 -6.648 2.795
H 5.692 -7.396 1.282
H 4.919 -7.872 2.792
H 5.724 -4.350 1.961
H 4.003 -2.583 1.565
H 0.940 -5.542 1.675
H 2.638 -7.303 2.072
H 1.741 -2.050 3.563
H 0.288 -3.119 3.516
H 0.152 -1.386 3.015
C -5.206 0.431 -4.684
C -5.943 0.704 -3.363
C -7.086 1.685 -3.630
C -6.535 -0.642 -2.921
C -4.943 1.261 -2.282
O -4.147 0.171 -1.868
C -5.633 1.954 -1.086
C -6.542 1.100 -0.194
C -6.884 1.794 1.105
C -8.190 2.184 1.380
C -8.521 2.832 2.564
C -7.522 3.090 3.481
Cl -7.928 3.902 4.981
C -6.209 2.718 3.238
C -5.896 2.074 2.052
C -4.040 2.322 -2.966
N -3.239 3.050 -2.014
C -2.121 2.629 -1.422
N -1.676 3.541 -0.580
C -2.564 4.551 -0.754
N -3.524 4.313 -1.626
H -5.869 -0.120 -5.358
H -4.310 -0.166 -4.517
H -4.906 1.346 -5.195
H -7.701 1.308 -4.453
H -6.723 2.674 -3.919
H -7.734 1.806 -2.760
H -7.181 -1.021 -3.718
H -7.134 -0.568 -2.016
H -5.740 -1.363 -2.741
H -3.755 0.330 -0.986
H -6.185 2.822 -1.458
H -4.837 2.349 -0.451
H -6.040 0.152 0.011
H -7.483 0.873 -0.700
H -8.970 1.979 0.654
H -9.539 3.133 2.772
H -5.437 2.926 3.968
H -4.873 1.773 1.841
H -4.644 3.064 -3.488
H -3.358 1.850 -3.669
H -1.763 1.634 -1.640
H -2.494 5.487 -0.224
*
```


Density functional theory data (the ωB97M-V functional and the def2-TZVPD basis) for a single C5H9NO molecule.

The value obtained for the maximum force is 0.28 eV/Å. The HOMO-LUMO gap comes out at 0.257 Eh. The calculation puts the total energy at -8865.680 eV. The calculation puts the energy relative to the best compared isomer or geometry (same formula, charge and spin) at 3.533 eV.

The geometry in ORCA input format:
```
! RIJCOSX wB97M-V def2-TZVPD def2/J DEFGRID3
* xyz 0 1
C 0.632 -1.656 -0.295
C 0.618 -0.297 0.344
C -1.874 -0.032 0.532
C 1.663 0.669 -0.180
O 0.989 1.965 -0.185
C -0.319 1.712 -0.068
N -0.554 0.461 0.201
H -0.285 -2.224 -0.105
H 1.450 -2.270 0.098
H 0.773 -1.615 -1.396
H -1.926 -0.244 1.601
H -2.622 0.710 0.260
H -2.073 -0.949 -0.019
H 2.563 0.791 0.430
H 1.988 0.449 -1.220
H -1.020 2.531 0.005
*
```


Density functional theory data (the ωB97M-V functional and the def2-TZVPD basis) for a molecular structure, C49H56F4N5OP2SY.

The value obtained for the maximum force is 2.52 eV/Å. The HOMO-LUMO gap comes out at 0.261 Eh. The calculation puts the total energy at -102546.365 eV. The calculation puts the energy relative to the best compared isomer or geometry (same formula, charge and spin) at 0.506 eV.

The geometry in ORCA input format:
```
! RIJCOSX wB97M-V def2-TZVPD def2/J DEFGRID3
* xyz 0 1
Y 0.511 -0.533 -0.231
C -1.210 -3.934 0.366
C -0.860 -3.541 -1.062
N 0.407 -2.831 -1.310
C 1.574 -3.572 -0.806
C 1.758 -4.983 -1.366
C 0.499 -2.509 -2.738
C 1.727 -1.684 -3.122
N 1.855 -0.530 -2.235
C 3.048 0.086 -2.208
C 3.448 0.765 -1.020
F 2.535 0.725 0.053
C 4.631 1.426 -0.832
F 4.892 2.002 0.352
C 5.566 1.474 -1.851
C 5.231 0.829 -3.027
F 6.105 0.853 -4.046
C 4.038 0.160 -3.217
F 3.819 -0.413 -4.418
H -2.223 -4.341 0.358
H -1.177 -3.066 1.025
H -0.541 -4.722 0.733
H -1.657 -2.918 -1.465
H -0.840 -4.494 -1.616
H 1.511 -3.649 0.274
H 2.476 -2.978 -0.981
H 0.908 -5.622 -1.129
H 2.645 -5.433 -0.918
H 1.901 -4.992 -2.448
H -0.383 -1.936 -3.025
H 0.478 -3.431 -3.337
H 1.598 -1.396 -4.171
H 2.603 -2.345 -3.083
H 6.508 1.985 -1.733
C -2.079 2.450 -1.515
N -2.783 2.421 -0.229
C -1.966 2.774 0.922
P -0.410 1.778 1.142
C -0.252 1.507 2.927
C 0.869 1.905 3.649
C 0.967 1.608 5.002
C -0.042 0.896 5.635
C -1.147 0.470 4.909
C -1.251 0.767 3.559
C 0.803 3.159 0.752
C 0.714 4.392 1.400
C 1.570 5.438 1.088
C 2.537 5.262 0.110
C 2.645 4.044 -0.543
C 1.798 2.991 -0.231
C -4.075 3.004 -0.221
C -4.521 3.834 0.812
C -5.804 4.369 0.790
C -6.675 4.097 -0.248
C -6.243 3.263 -1.272
C -4.973 2.720 -1.256
P -1.560 0.715 -1.977
C -1.127 0.856 -3.753
C -0.522 2.030 -4.206
C -0.133 2.173 -5.530
C -0.339 1.140 -6.431
C -0.925 -0.039 -5.991
C -1.305 -0.182 -4.665
C -3.168 -0.151 -2.060
C -3.548 -0.945 -0.981
C -4.778 -1.596 -1.006
C -5.626 -1.463 -2.093
C -5.249 -0.670 -3.172
C -4.027 -0.019 -3.155
H -1.195 3.095 -1.449
H -2.715 2.862 -2.299
H -2.563 2.582 1.814
H -1.696 3.836 0.901
H 1.672 2.441 3.157
H 1.837 1.932 5.560
H 0.038 0.662 6.690
H -1.925 -0.107 5.391
H -2.092 0.397 2.984
H -0.033 4.542 2.173
H 1.480 6.385 1.604
H 3.208 6.073 -0.144
H 3.402 3.915 -1.308
H 1.898 2.032 -0.746
H -3.885 4.092 1.645
H -6.115 5.010 1.606
H -7.671 4.518 -0.260
H -6.907 3.018 -2.092
H -4.686 2.050 -2.051
H -0.325 2.845 -3.519
H 0.337 3.093 -5.855
H -0.042 1.248 -7.465
H -1.088 -0.856 -6.683
H -1.762 -1.113 -4.353
H -2.859 -1.042 -0.134
H -5.069 -2.211 -0.163
H -6.583 -1.970 -2.104
H -5.909 -0.555 -4.022
H -3.752 0.607 -3.996
O -1.079 -1.114 0.684
C 4.763 -1.950 5.681
C 3.493 -1.120 5.515
N 2.996 -1.100 4.151
C 2.259 -2.051 3.551
S 1.772 -1.891 1.953
N 1.907 -3.124 4.280
C 1.144 -4.252 3.757
C 2.031 -5.324 3.144
H 5.112 -1.912 6.713
H 5.554 -1.567 5.036
H 4.597 -2.995 5.416
H 3.686 -0.084 5.792
H 2.702 -1.480 6.179
H 3.243 -0.329 3.554
H 2.297 -3.222 5.202
H 0.434 -3.871 3.025
H 0.573 -4.662 4.592
H 2.603 -4.913 2.311
H 1.425 -6.151 2.774
H 2.735 -5.721 3.879
*
```


Density functional theory data (the ωB97M-V functional and the def2-TZVPD basis) for a gas-phase ion, O4PS (charge -1).

The value obtained for the maximum force is 7.72 eV/Å. The HOMO-LUMO gap comes out at 0.272 Eh. The calculation puts the total energy at -28313.851 eV. The calculation puts the energy relative to the best compared isomer or geometry (same formula, charge and spin) at 3.243 eV.

The geometry in ORCA input format:
```
! RIJCOSX wB97M-V def2-TZVPD def2/J DEFGRID3
* xyz -1 1
O -0.181 -0.554 1.169
O 2.278 0.731 -0.004
O -0.086 -0.406 -1.158
O -1.995 0.880 -0.043
P 1.109 -0.884 -0.029
S -1.333 -0.393 0.027
*
```


Density functional theory data (the ωB97M-V functional and the def2-TZVPD basis) for a single C5H6N2S molecule.

As for the expectation value of S²: 2.017. The value obtained for the maximum force is 7.84 eV/Å. The HOMO-LUMO gap (spin up / spin down) comes out at 0.244 / 0.239 Eh. The calculation puts the total energy at -19092.541 eV. The calculation puts the energy relative to the best compared isomer or geometry (same formula, charge and spin) at 0.815 eV.

The geometry in ORCA input format:
```
! RIJCOSX wB97M-V def2-TZVPD def2/J DEFGRID3
* xyz 0 3
C 1.253 -1.177 1.205
C 1.274 -1.216 -0.137
C -0.640 -0.107 2.110
C -0.501 0.224 -0.863
C -0.948 1.308 -1.803
N 0.565 -0.421 2.071
N 0.574 -0.411 -0.973
S -1.792 -0.068 0.621
H 2.130 -1.683 1.805
H 2.009 -1.813 -0.718
H -0.869 0.541 2.968
H -0.594 1.077 -2.813
H -0.452 2.225 -1.638
H -2.007 1.521 -1.834
*
```


Density functional theory data (the ωB97M-V functional and the def2-TZVPD basis) for 2 unconnected molecules or ions with the total composition C4H13N4S.

The value obtained for the maximum force is 4.99 eV/Å. The HOMO-LUMO gap (spin up / spin down) comes out at 0.289 / 0.289 Eh. The calculation puts the total energy at -21142.086 eV. The calculation puts the energy relative to the best compared isomer or geometry (same formula, charge and spin) at 4.921 eV.

The geometry in ORCA input format:
```
! RIJCOSX wB97M-V def2-TZVPD def2/J DEFGRID3
* xyz 1 1
C 0.476 -2.585 -0.030
C -0.107 0.987 -0.799
C 2.421 -0.420 -0.516
C -1.493 1.715 0.986
N 0.300 -0.160 -1.494
N 1.377 -0.833 -1.353
N -0.405 -2.313 0.909
N -1.121 0.560 0.117
S -0.382 2.468 -1.915
H 0.781 -3.621 -0.398
H 0.692 1.274 -0.176
H 2.969 0.525 -0.871
H 2.124 -0.193 0.536
H 2.992 -1.392 -0.433
H -2.385 1.470 1.427
H -0.778 2.109 1.564
H -1.691 2.669 0.373
H -0.245 -0.354 -2.432
H -0.716 -3.050 1.472
H -0.484 -1.280 1.293
H -1.942 0.316 -0.333
H -1.635 2.174 -2.031
*
```


Density functional theory data (the ωB97M-V functional and the def2-TZVPD basis) for a single C5H4F3NO molecule.

The value obtained for the maximum force is 3.73 eV/Å. The HOMO-LUMO gap comes out at 0.365 Eh. The calculation puts the total energy at -16937.263 eV. The calculation puts the energy relative to the best compared isomer or geometry (same formula, charge and spin) at 1.876 eV.

The geometry in ORCA input format:
```
! RIJCOSX wB97M-V def2-TZVPD def2/J DEFGRID3
* xyz 0 1
C 0.529 2.825 -0.024
C -0.188 1.872 -0.084
C -0.804 -0.399 0.004
C -1.833 -1.449 -0.139
C 1.590 -0.471 0.158
N -0.945 0.817 -0.067
O 0.445 -1.101 0.271
F 1.837 0.415 1.166
F 1.802 0.138 -0.961
F 2.625 -1.364 0.224
H 1.085 3.807 0.116
H -2.267 -1.755 0.833
H -1.226 -2.230 -0.712
H -2.649 -1.105 -0.784
*
```


Density functional theory data (the ωB97M-V functional and the def2-TZVPD basis) for a molecular structure, B3F12Sn.

The value obtained for the maximum force is 2.84 eV/Å. The HOMO-LUMO gap comes out at 0.092 Eh. The calculation puts the total energy at -40481.750 eV. The calculation puts the energy relative to the best compared isomer or geometry (same formula, charge and spin) at 10.064 eV.

The geometry in ORCA input format:
```
! RIJCOSX wB97M-V def2-TZVPD def2/J DEFGRID3
* xyz -1 1
Sn -2.440 -0.201 2.277
B 0.849 4.342 0.643
F 0.638 3.698 -0.564
F 0.779 5.669 0.316
F -0.081 3.841 1.513
F 2.106 3.895 0.913
B 2.648 -1.268 0.697
F 1.680 -0.500 0.025
F 2.703 -2.473 0.017
F 3.811 -0.510 0.544
F 2.265 -1.421 1.988
B -3.005 -3.014 -1.681
F -2.301 -3.763 -0.749
F -4.121 -2.495 -1.067
F -2.210 -1.969 -2.104
F -3.319 -3.831 -2.767
*
```